A single C24H21N3O5S molecule at a distorted geometry. Source: the OMol25 dataset; level of theory: ωB97M-V with the def2-TZVPD basis set.

Output
Orbital gap = 7.5 eV
ΔE to the lowest compared entry with this formula, charge and spin = 0.9 kcal per mole
HOMO energy = -7.6 eV
Net charge = 0

```
54
Properties=species:S:1:pos:R:3:forces:R:3
S -0.85303 1.43330 4.29281 0.014 0.111 0.122
O 5.31399 2.44342 -2.45444 -0.353 -0.112 0.374
O 7.23652 1.22556 -2.81784 0.137 -0.353 0.212
O 1.64745 1.02623 5.08124 0.251 0.068 0.107
O 2.27251 1.13388 1.27507 -0.076 0.252 -0.121
O -0.11989 -1.01584 1.42603 0.024 0.029 -0.100
N 0.90192 -0.08160 3.22259 0.495 -0.507 -0.381
N -3.54007 -0.77452 -0.84974 -0.143 0.124 0.133
N 3.94841 -0.42502 1.27474 0.080 -0.274 0.187
C -1.29638 0.56847 2.80929 -0.788 0.571 0.280
C -2.20835 -0.90363 -2.88993 -0.293 -0.029 0.025
C -2.62392 -0.55190 0.11176 0.125 0.195 0.392
C -5.53860 1.26378 1.28967 -0.076 -0.010 -0.072
C -5.92712 -0.05899 -1.17734 -0.061 -0.056 -0.133
C -4.50383 0.53036 0.71948 0.096 -0.221 -0.309
C -6.93739 0.67547 -0.59073 -0.004 -0.078 -0.134
C -2.92808 -2.99342 -1.66414 -0.228 0.174 -0.085
C 0.79010 0.78113 4.27857 -0.579 0.256 0.209
C 2.17567 -0.65916 2.87704 -0.191 0.103 -0.068
C 2.79143 0.13710 1.71239 0.049 -0.480 0.368
C 6.54221 0.68235 -1.76862 -0.526 0.202 0.224
C -0.17915 -0.24431 2.36347 0.116 -0.250 -0.046
C 4.48392 1.10490 -0.55709 -0.025 0.259 -0.218
C -4.70881 -0.12771 -0.51483 -0.319 0.363 0.407
C -3.29825 -1.55966 -2.04240 0.269 -0.313 -0.388
C 6.47590 2.33440 -3.24818 0.354 0.739 -0.943
C 4.79217 -0.00617 0.23663 0.321 0.075 -0.306
C -2.54044 0.75271 2.29121 0.947 -0.159 0.382
C -6.74592 1.32837 0.62660 -0.037 0.124 0.182
C 6.84944 -0.40865 -0.99375 0.018 0.311 -0.309
C 5.37811 1.42155 -1.54896 0.583 -0.551 0.052
C 5.95217 -0.74223 0.01570 -0.211 0.056 0.118
C -3.14580 0.24867 1.11665 -0.135 -0.382 -0.644
H -2.48317 0.12042 -3.13274 0.011 0.084 -0.032
H 2.01622 -1.69777 2.57240 0.103 0.113 0.053
H -7.56140 1.89298 1.05320 -0.060 0.051 0.046
H -6.09180 -0.55827 -2.12047 -0.018 -0.039 -0.077
H 4.26612 -1.25431 1.75731 -0.156 0.136 -0.021
H -7.89550 0.74668 -1.08329 -0.070 -0.004 -0.051
H -1.26354 -0.88991 -2.35294 0.121 -0.008 0.047
H 6.19015 2.19807 -4.30359 0.019 -0.034 0.274
H 7.07649 3.25334 -3.15169 -0.144 -0.228 0.065
H -3.17862 1.41073 2.86946 -0.049 0.073 0.045
H -2.07394 -1.45650 -3.81574 0.052 -0.057 -0.095
H 7.74622 -0.98020 -1.16101 0.124 -0.088 -0.015
H 2.82175 -0.60602 3.75716 -0.072 -0.034 -0.110
H -1.63521 -0.95953 0.05836 0.138 -0.085 -0.030
H 6.16695 -1.59552 0.64185 0.009 -0.100 0.090
H 3.59109 1.68063 -0.39350 -0.074 0.041 0.023
H -4.23302 -1.57226 -2.61168 0.117 0.035 0.134
H -3.70345 -3.43204 -1.03992 -0.039 -0.062 0.054
H -1.98946 -3.01439 -1.11693 0.121 -0.020 0.055
H -2.82063 -3.59747 -2.56107 0.045 -0.076 -0.081
H -5.40213 1.77249 2.23191 -0.011 0.067 0.110
```
Positions in Å, forces in eV/Å.

How is the electron density shared among the atoms? According to natural (NBO), the charges in e are:
1. S 0.276
2. O -0.487
3. O -0.479
4. O -0.581
5. O -0.595
6. O -0.608
7. N -0.465
8. N -0.335
9. N -0.595
10. C -0.315
11. C -0.611
12. C 0.050
13. C -0.209
14. C -0.230
15. C -0.003
16. C -0.216
17. C -0.611
18. C 0.545
19. C -0.330
20. C 0.683
21. C 0.206
22. C 0.670
23. C -0.319
24. C 0.110
25. C -0.027
26. C 0.237
27. C 0.153
28. C -0.101
29. C -0.230
30. C -0.245
31. C 0.319
32. C -0.249
33. C -0.140
34. H 0.220
35. H 0.240
36. H 0.213
37. H 0.212
38. H 0.397
39. H 0.214
40. H 0.214
41. H 0.157
42. H 0.157
43. H 0.212
44. H 0.215
45. H 0.230
46. H 0.256
47. H 0.257
48. H 0.206
49. H 0.271
50. H 0.207
51. H 0.219
52. H 0.214
53. H 0.215
54. H 0.208